The following is a DFT calculation (ωB97M-V with the def2-TZVPD basis set) of C54H48IrN3P2Sb as an isolated structure.

```
109
Properties=species:S:1:pos:R:3
Ir 0.315 0.219 -0.035
C -0.406 -4.641 -1.676
C -1.324 -3.676 -2.063
C -1.745 -2.723 -1.152
C -1.246 -2.715 0.151
C -0.320 -3.685 0.531
C 0.093 -4.645 -0.381
P -1.888 -1.376 1.238
C -3.073 -2.439 2.170
C -4.438 -2.202 2.068
C -5.336 -2.969 2.790
C -4.878 -3.965 3.632
C -3.521 -4.228 3.714
C -2.623 -3.486 2.970
C -0.537 -1.102 2.450
C -0.573 -1.358 3.815
C 0.481 -0.957 4.618
C 1.552 -0.271 4.073
C 1.562 0.040 2.721
C 0.526 -0.369 1.899
H -0.080 -5.388 -2.383
H -1.712 -3.674 -3.072
H -2.462 -1.967 -1.447
H 0.094 -3.672 1.530
H 0.806 -5.401 -0.085
H -4.804 -1.416 1.421
H -6.395 -2.783 2.703
H -5.574 -4.537 4.224
H -3.157 -5.008 4.365
H -1.571 -3.720 3.025
H -1.423 -1.851 4.260
H 0.450 -1.162 5.676
H 2.368 0.054 4.702
H 2.370 0.640 2.324
N 2.535 -1.579 -1.658
N 1.221 -1.614 -1.068
H 2.730 -2.438 -2.177
H 3.231 -1.513 -0.919
H 1.100 -2.429 -0.452
H 0.560 -1.753 -1.837
C 3.005 1.735 -6.204
C 2.953 2.929 -5.506
C 2.806 2.933 -4.129
C 2.719 1.735 -3.440
C 2.784 0.540 -4.137
C 2.929 0.537 -5.513
Sb 2.457 1.643 -1.304
C 2.543 3.744 -0.858
C 3.549 4.183 0.013
C 3.627 5.542 0.354
C 2.699 6.430 -0.078
C 1.496 6.010 -0.838
C 1.578 4.592 -1.309
C 4.480 1.139 -0.791
C 5.547 1.802 -1.375
C 6.845 1.443 -1.054
C 7.083 0.413 -0.160
C 6.018 -0.238 0.439
C 4.721 0.135 0.132
H 3.108 1.738 -7.280
H 3.026 3.868 -6.036
H 2.769 3.870 -3.590
H 2.739 -0.392 -3.594
H 2.980 -0.401 -6.045
H 4.302 3.495 0.364
H 4.457 5.880 0.955
H 2.774 7.479 0.163
H 1.324 6.674 -1.696
H 0.818 4.273 -2.014
H 5.363 2.608 -2.073
H 7.674 1.967 -1.506
H 8.096 0.124 0.077
H 6.198 -1.035 1.146
H 3.888 -0.343 0.636
N -0.489 1.779 0.771
P -1.798 2.505 0.289
C -1.426 4.250 -0.058
C -0.256 4.752 0.426
C 0.195 6.132 0.100
C -0.857 6.934 -0.576
C -2.023 6.390 -1.009
C -2.325 5.034 -0.798
C -2.520 1.835 -1.260
C -1.593 1.314 -2.159
C -1.997 0.723 -3.340
C -3.351 0.657 -3.636
C -4.281 1.190 -2.757
C -3.873 1.777 -1.570
C -3.144 2.567 1.517
C -3.839 1.402 1.808
C -4.830 1.399 2.771
C -5.141 2.569 3.444
C -4.453 3.735 3.152
C -3.449 3.738 2.199
H 0.369 4.140 1.058
H 0.533 6.635 1.017
H -0.642 7.979 -0.735
H -2.747 7.011 -1.514
H -3.259 4.619 -1.137
H -0.532 1.410 -1.932
H -1.268 0.320 -4.031
H -3.679 0.192 -4.553
H -5.333 1.140 -3.001
H -4.603 2.186 -0.885
H -3.591 0.499 1.272
H -5.359 0.487 3.004
H -5.915 2.573 4.198
H -4.696 4.649 3.673
H -2.911 4.649 1.982
```

Results
* orbital gap (alpha / beta): 7.130 / 6.664 eV
* max |F|: 0.0385 Eh/bohr
* charge: +1
* highest occupied orbital energy (alpha / beta): -9.1344 / -10.2301 eV
* spin multiplicity: 5
* energy relative to the best compared isomer or geometry (same formula, charge and spin): 24.9 kJ/mol